Formula: C39H69I3N2O11S
Source: OMol25
Level of theory: wB97M-V/def2-TZVPD

Geometry as XYZ:
```
125
Properties=species:S:1:pos:R:3:forces:R:3
C 6.3321 -3.4558 -1.4134 0.085 0.004 -0.003
C 6.0854 -2.1455 -2.1561 -0.477 -0.272 0.330
C 5.6312 -1.0450 -1.1909 0.317 -0.077 0.146
C 5.9428 0.3671 -1.6755 -0.103 -0.187 -0.309
C 5.1335 0.8237 -2.9050 -0.085 0.390 0.135
C 4.0741 1.8703 -2.5604 0.180 -0.062 0.436
C 3.0109 1.3208 -1.5763 0.288 -0.076 -0.125
C 1.6133 1.6222 -1.9973 0.223 0.128 0.307
C 0.7943 0.7052 -2.5702 -0.461 -0.321 -0.113
C 1.3297 -0.6593 -2.8089 0.068 -0.173 -0.325
I 1.2798 -1.9762 -1.1866 -0.093 0.040 0.067
C 1.8353 -0.9733 -3.9998 0.117 -0.138 0.117
C 1.8652 -0.0037 -5.1514 -0.065 -0.069 -0.034
I 2.6327 -2.8562 -4.4392 -0.076 0.008 -0.024
C -0.5620 1.0113 -2.9922 -0.048 0.047 -0.214
C -1.4321 -0.0644 -3.5792 0.254 -0.552 0.248
C -2.2129 -0.8265 -2.4820 -0.427 0.531 0.022
C -3.6299 -1.1234 -2.9379 0.562 -0.345 -0.141
O -4.4345 -1.4141 -1.7833 -0.402 0.284 -0.089
C -5.5916 -2.0679 -2.0245 0.112 -0.337 -0.330
C -6.6353 -1.8333 -0.9721 0.125 -0.551 0.230
O -5.7687 -2.7681 -2.9934 -0.020 0.401 0.180
C -1.0421 2.2767 -2.8388 -0.150 0.100 0.026
I -2.9577 2.8724 -3.4039 -0.047 -0.031 0.011
C -0.2233 3.2627 -2.2345 0.012 0.247 0.062
N -0.5377 4.5363 -1.9748 -0.227 -0.086 -0.041
S 0.7309 5.1857 -1.2619 0.199 0.096 0.020
N 1.7433 3.9459 -1.2446 -0.033 0.058 -0.019
C 1.0895 2.9258 -1.8167 0.204 0.190 0.157
H 5.4837 -3.6971 -0.7713 -0.056 -0.016 0.012
H 7.2158 -3.3863 -0.7778 0.020 0.009 0.052
H 6.4779 -4.2931 -2.0951 0.024 -0.019 -0.053
H 5.2787 -2.3338 -2.8681 0.210 0.169 -0.266
H 6.9829 -1.8460 -2.6974 0.016 0.055 -0.098
H 6.1385 -1.1975 -0.2332 0.040 0.017 0.033
H 4.5674 -1.1878 -0.9852 -0.049 0.083 0.025
H 7.0009 0.3822 -1.9448 0.082 0.053 0.115
H 5.8187 1.0877 -0.8646 -0.039 0.027 0.050
H 5.8184 1.2833 -3.6181 -0.037 -0.143 -0.214
H 4.6415 -0.0261 -3.3850 0.129 -0.099 -0.105
H 3.6093 2.2698 -3.4621 -0.065 -0.051 -0.070
H 4.5790 2.7054 -2.0714 -0.039 0.165 -0.133
H 3.1338 0.2433 -1.4978 -0.021 0.024 0.008
H 3.1953 1.7249 -0.5817 -0.098 0.082 0.031
H 2.2040 0.9784 -4.8262 -0.016 0.049 0.035
H 2.5174 -0.3594 -5.9418 0.061 0.033 -0.038
H 0.8628 0.1045 -5.5717 -0.033 0.039 -0.029
H -2.1293 0.3700 -4.2913 0.008 0.037 -0.078
H -0.8080 -0.7807 -4.1096 -0.025 0.015 -0.183
H -2.2972 -0.1836 -1.6033 0.097 -0.063 0.112
H -1.7034 -1.7422 -2.1955 0.056 -0.020 0.107
H -4.0398 -0.2473 -3.4404 -0.130 0.018 0.036
H -3.6408 -1.9654 -3.6266 -0.153 -0.033 -0.052
H -6.2222 -1.4297 -0.0537 0.025 0.217 -0.057
H -7.4112 -1.1895 -1.3796 0.050 0.168 0.002
H -7.0992 -2.7934 -0.7527 -0.078 0.000 -0.024
C 2.7378 2.0314 6.9927 -0.138 0.018 -0.002
O 1.9514 2.6918 6.0268 0.198 -0.032 -0.166
C 2.0684 4.1022 6.0729 -0.152 -0.082 0.085
C 1.9253 4.7121 4.6977 -0.078 0.100 -0.030
O 3.0503 4.5306 3.8552 0.041 0.045 -0.009
C 3.2577 3.2501 3.2821 0.114 -0.046 0.003
C 2.2944 2.8956 2.1735 -0.088 -0.155 -0.007
O 1.0285 2.5273 2.6903 -0.027 0.213 0.137
C -0.0434 2.8139 1.8241 0.014 -0.120 0.036
H 2.3652 2.2222 8.0057 0.082 -0.013 0.032
H 2.6772 0.9640 6.7886 -0.022 -0.008 0.025
H 3.7877 2.3383 6.9269 -0.005 0.026 0.047
H 3.0355 4.3954 6.4969 0.025 -0.012 -0.020
H 1.2723 4.5039 6.7153 0.074 0.087 0.041
H 1.8502 5.7938 4.8329 0.002 0.002 -0.005
H 1.0047 4.3749 4.2167 0.028 -0.141 0.042
H 3.2777 2.4680 4.0438 -0.138 -0.011 -0.006
H 4.2536 3.3060 2.8363 0.004 0.006 0.006
H 2.7066 2.0433 1.6147 0.056 0.072 -0.082
H 2.2008 3.7461 1.4896 0.005 0.003 -0.014
H -0.0504 3.8708 1.5302 0.031 -0.011 -0.040
H -0.9595 2.6030 2.3728 -0.025 -0.043 -0.045
H -0.0152 2.1879 0.9227 -0.004 0.042 -0.032
C -7.2349 -2.2095 -8.3683 -0.104 0.013 0.041
O -7.3743 -1.1674 -7.4312 0.271 0.132 -0.098
C -6.7250 -1.4329 -6.1982 -0.202 -0.034 0.008
C -6.1969 -0.1695 -5.5623 -0.066 0.038 0.138
O -5.0295 0.3628 -6.1694 0.083 -0.025 0.081
C -5.1694 1.0476 -7.4022 0.085 -0.027 -0.087
C -5.7980 2.4174 -7.2905 -0.146 0.047 -0.131
O -7.1992 2.3287 -7.1043 0.051 -0.126 0.223
C -7.7313 3.4105 -6.3769 -0.029 0.005 -0.108
H -7.7727 -3.1104 -8.0509 0.043 -0.032 -0.011
H -7.6564 -1.8612 -9.3096 -0.038 -0.002 0.013
H -6.1801 -2.4616 -8.5279 -0.006 -0.031 0.013
H -5.8970 -2.1367 -6.3370 0.014 0.003 -0.020
H -7.4472 -1.8857 -5.5068 0.105 -0.091 0.057
H -5.8840 -0.4404 -4.5525 -0.041 -0.013 -0.004
H -6.9830 0.5837 -5.4746 -0.032 -0.015 -0.162
H -5.6940 0.4388 -8.1415 -0.133 0.038 0.051
H -4.1459 1.1932 -7.7557 0.004 -0.009 -0.004
H -5.5987 2.9699 -8.2192 0.107 0.058 0.054
H -5.3338 2.9584 -6.4568 0.018 -0.008 0.015
H -7.2219 3.5295 -5.4130 0.013 0.028 -0.008
H -8.7817 3.1945 -6.1916 -0.011 0.006 -0.036
H -7.6554 4.3493 -6.9381 0.019 0.022 0.042
C -0.0381 -0.9274 7.7412 0.056 0.021 0.127
O 0.6353 -1.7982 8.6227 0.052 -0.151 -0.204
C -0.2077 -2.7755 9.2047 0.045 0.159 0.101
C 0.5358 -4.0679 9.4500 -0.003 -0.064 0.116
O 0.7983 -4.8245 8.2807 -0.030 -0.054 -0.013
C 1.8261 -4.3808 7.4111 -0.030 0.004 -0.119
C 3.2280 -4.5940 7.9334 0.130 0.145 -0.009
O 3.5620 -3.6348 8.9215 -0.191 -0.095 0.141
C 4.4926 -4.1122 9.8645 0.044 0.071 -0.068
H -0.7387 -0.2795 8.2804 -0.051 -0.001 -0.065
H 0.7147 -0.3085 7.2580 -0.017 0.045 0.020
H -0.5792 -1.4860 6.9694 -0.045 0.019 0.018
H -1.0708 -2.9749 8.5594 0.010 -0.011 -0.030
H -0.5759 -2.3983 10.1691 -0.107 -0.056 -0.018
H -0.1168 -4.7044 10.0524 0.002 -0.006 -0.001
H 1.4461 -3.8897 10.0262 0.034 0.117 -0.089
H 1.6787 -3.3408 7.1129 0.067 0.044 0.114
H 1.7182 -5.0013 6.5186 -0.009 0.002 -0.003
H 3.9312 -4.4967 7.0946 -0.001 -0.127 -0.021
H 3.3096 -5.6086 8.3409 -0.017 -0.008 0.006
H 4.1437 -5.0405 10.3317 0.024 -0.015 -0.015
H 4.5959 -3.3513 10.6358 0.021 0.025 -0.023
H 5.4734 -4.2898 9.4077 0.002 -0.044 0.023
```
Positions in Å, forces in eV/Å.

Results
**E_HOMO**: -8.72 eV
**Gap between HOMO and LUMO**: 7.85 eV
**Max |F|**: 0.68 eV/Å
**Net charge**: 0